{"formula": "C4H10N2P", "method": "ωB97M-V with the def2-TZVPD basis set", "e_tot_ha": -608.8455, "orbital_gap_ev": [7.25, 8.13], "charge": 1, "largest_force_ev_per_a": 3.950, "homo_energy_ev": [-12.2, -13.3], "e_above_lowest_kcal_mol": 99.9, "symbols": ["N", "H", "H", "N", "C", "H", "H", "H", "P", "C", "H", "H", "H", "H", "C", "C", "H"], "positions_angstrom": [[1.2918, -1.3710, 0.1347], [-0.8368, 3.1163, 0.9202], [-0.6158, 2.6695, -1.1546], [0.8893, 0.8475, -0.2841], [-0.8964, -0.4746, 0.8097], [-1.8482, 0.3621, -1.6608], [-2.0076, -0.9206, 0.7543], [1.0947, 1.7435, -0.6659], [-1.4519, 2.2452, -0.1516], [-0.1061, -1.6892, 0.2045], [2.7555, -0.0901, -0.5677], [-0.5623, -1.7452, -0.9034], [-0.6432, -0.5176, 1.9562], [1.9833, -2.0317, -0.0349], [1.7295, -0.1563, -0.1813], [-0.4390, 0.7397, 0.0852], [-0.3368, -2.7275, 0.7393]], "forces_ev_per_angstrom": [[0.2, 2.1, -0.1], [-0.4, -0.8, -1.1], [0.4, 0.6, -0.7], [-0.8, -0.8, 0.7], [-0.3, -3.4, 2.0], [0.5, 0.0, 0.4], [2.2, 2.1, -0.1], [1.0, 0.5, -0.2], [-0.3, 0.4, 1.8], [-2.8, -1.4, -1.4], [-0.4, 0.3, 0.6], [1.3, -0.3, 2.2], [-0.4, 0.7, -1.9], [1.0, -1.9, 0.0], [0.3, -1.0, -0.9], [-2.1, 0.4, -0.3], [0.8, 2.4, -1.1]], "mulliken_charge": [-0.05, 0.09, 0.04, -0.02, -0.35, 0.09, 0.31, 0.23, -0.02, -0.53, 0.35, 0.29, 0.32, 0.24, -0.09, -0.25, 0.36]}

---

{"formula": "H8O4", "method": "ωB97M-V with the def2-TZVPD basis set", "e_tot_ha": -305.7118, "orbital_gap_ev": 10.72, "largest_force_ev_per_a": 6.790, "homo_energy_ev": -10.4, "e_above_lowest_kcal_mol": 42.3, "smiles": "O.O.O.O", "symbols": ["O", "O", "H", "O", "H", "H", "O", "H", "H", "H", "H", "H"], "positions_angstrom": [[-0.7127, -2.1026, -1.2939], [2.4366, 0.6028, 0.8505], [3.0355, 0.7414, 1.5431], [-1.8483, 2.1269, 0.1707], [-2.4872, 1.8077, -0.5600], [-1.3744, -1.6805, -1.8078], [-0.3948, -0.0762, 0.8383], [-1.4473, 1.3150, 0.2226], [-0.5258, -0.7817, 0.2811], [2.6484, -0.2546, 0.5571], [0.6671, 0.2266, 1.0684], [0.0030, -1.9247, -1.8700]], "forces_ev_per_angstrom": [[-0.2, -0.5, 1.0], [-1.7, 1.0, -0.9], [1.3, 0.6, 1.8], [-3.7, 2.0, -2.8], [0.9, 1.6, 1.6], [-1.7, 0.5, -0.4], [3.9, 4.3, 3.5], [2.7, -3.3, 1.3], [0.5, -2.9, -2.1], [0.4, -1.8, -0.8], [-4.2, -1.6, -1.5], [1.8, 0.0, -0.6]], "mulliken_charge": [-0.67, -0.67, 0.32, -0.59, 0.33, 0.32, -0.77, 0.32, 0.36, 0.33, 0.39, 0.32]}

---

{"formula": "C6H14B2N2O2", "method": "ωB97M-V with the def2-TZVPD basis set", "e_tot_ha": -546.7578, "orbital_gap_ev": 8.85, "largest_force_ev_per_a": 4.165, "homo_energy_ev": -8.5, "e_above_lowest_kcal_mol": 52.6, "smiles": "C=C(O)N(CC/N=B\\C)B(C)O", "symbols": ["B", "C", "C", "C", "H", "B", "C", "H", "H", "H", "H", "C", "C", "H", "H", "N", "O", "H", "H", "H", "H", "H", "O", "H", "H", "N"], "positions_angstrom": [[2.2430, 0.7044, 0.6969], [-1.3756, -1.8753, 0.0659], [-1.2457, 0.2932, 1.2898], [-0.0847, 1.2718, 1.7336], [0.4941, -2.1006, 0.1611], [-0.4851, 0.0072, -1.2026], [-0.4529, 1.6168, -1.3984], [4.3580, 0.3646, 1.0560], [-3.4136, -1.7062, -0.5408], [-2.2083, 0.8730, 1.0764], [-1.3600, 2.0019, -0.9466], [3.6177, 0.3844, 0.2109], [-2.5311, -2.3704, -0.3198], [-1.3708, -0.3786, 2.0945], [-0.6662, 1.6996, -2.4905], [-0.9117, -0.5372, 0.0845], [-0.2398, -0.9313, -2.1454], [-2.7827, -3.4524, -0.4783], [0.0984, -0.4037, -2.9156], [3.6331, -0.6027, -0.0772], [-0.0694, 1.2296, 2.8365], [3.9550, 1.0734, -0.5458], [-0.2609, -2.7011, 0.0507], [-0.4105, 2.3792, 1.6802], [0.3513, 2.2030, -1.1365], [1.1184, 0.9574, 1.1602]], "forces_ev_per_angstrom": [[-1.4, 0.5, 0.9], [2.5, -0.5, -1.5], [-0.3, 1.1, -2.1], [-2.4, 1.3, 1.0], [-0.3, -0.3, 0.1], [-0.4, 0.9, 2.7], [-2.4, -2.6, -2.1], [-0.7, 0.5, -0.6], [1.2, -0.5, 0.5], [1.2, -0.7, 0.6], [-0.1, 0.2, 0.3], [1.5, 1.3, 1.6], [-3.0, -0.2, -0.3], [-0.5, -0.8, 0.8], [0.4, 0.5, 0.4], [-1.2, 1.4, 0.4], [0.9, 1.3, -2.1], [0.9, 1.2, 0.4], [-0.5, -1.2, 0.7], [0.1, -2.3, -1.4], [0.4, -0.5, -0.2], [0.2, 0.0, -0.4], [-0.2, -0.3, 0.8], [0.6, -1.5, -0.9], [1.9, 1.0, 0.6], [1.5, 0.2, -0.2]], "mulliken_charge": [-0.49, 0.50, -0.80, -0.43, 0.37, 0.82, -1.13, 0.27, 0.20, 0.33, 0.30, -0.86, -0.90, 0.40, 0.32, -0.14, -0.60, 0.27, 0.30, 0.35, 0.35, 0.31, -0.58, 0.23, 0.35, 0.26]}

---

Number 2 is which compound? H8O4